Formula: C13H28ClF6NO4P2
Source: the OMol25 dataset
Level of theory: ωB97M-V/def2-TZVPD

Output
Multiplicity   1
Total charge   0
F_max   0.1806 hartree/bohr
HOMO level   -9.84 eV
Lowest unoccupied orbital energy   -0.6 eV

Structure (XYZ):
```
55
C13H28ClF6NO4P2 ωB97M-V/def2-TZVPD
C 5.61 -0.09 2.77
C 4.56 -0.56 1.81
C 4.66 0.03 0.42
Cl 5.66 1.45 0.26
N 3.32 0.27 -0.17
C 2.64 1.52 0.32
C 1.21 1.35 0.85
C 0.09 1.98 0.04
C -0.98 2.52 0.99
C -2.44 2.19 0.78
C -2.81 0.78 0.42
C -4.24 0.54 0.82
C -4.89 -0.60 0.08
O -5.62 -1.40 1.04
C -5.34 -2.72 0.95
C -4.56 -3.27 2.07
O -5.68 -3.35 0.09
P 3.53 0.09 -2.04
O 2.35 -0.72 -2.57
O 3.51 1.52 -2.68
H 5.37 0.87 3.15
H 6.57 -0.12 2.32
H 5.63 -0.80 3.55
H 4.73 -1.60 1.70
H 3.59 -0.45 2.23
H 5.12 -0.68 -0.20
H 2.74 -0.51 0.14
H 3.18 1.91 1.14
H 2.63 2.27 -0.43
H 1.20 1.87 1.77
H 0.98 0.33 1.07
H -0.26 1.31 -0.71
H 0.50 2.81 -0.47
H -0.75 2.31 2.00
H -0.90 3.57 0.90
H -2.91 2.36 1.73
H -2.89 2.89 0.13
H -2.16 0.05 0.84
H -2.75 0.68 -0.63
H -4.81 1.42 0.63
H -4.28 0.31 1.86
H -4.17 -1.15 -0.45
H -5.59 -0.22 -0.61
H -4.60 -4.32 1.99
H -4.99 -2.93 2.99
H -3.56 -2.92 2.01
H 2.73 -1.51 -2.96
H 4.40 1.88 -2.61
F -1.15 -3.18 -4.01
P -0.77 -1.60 -4.20
F 0.82 -2.14 -4.23
F -0.56 -1.61 -2.53
F -0.23 -0.96 -5.62
F -1.17 -0.03 -3.79
F -2.25 -1.64 -4.93
```

Formula: C13H28ClIIrNP2
Source: the OMol25 dataset
Level of theory: ωB97M-V/def2-TZVPD

Output
Multiplicity   5
Total charge   +2
F_max   0.0667 hartree/bohr
HOMO level (alpha / beta)   -12.65 / -15.46 eV
Lowest unoccupied orbital energy (alpha / beta)   -5.9 / -9.8 eV

Structure (XYZ):
```
47
C13H28ClIIrNP2 ωB97M-V/def2-TZVPD
C 4.34 1.12 -0.39
I 2.47 0.05 0.28
H 4.07 1.98 -1.01
H 4.96 0.39 -0.92
H 4.81 1.42 0.54
Ir -0.17 0.20 -0.16
P 0.36 -0.85 -2.15
C 1.26 -2.36 -1.73
C -1.10 -1.26 -3.15
H -0.75 -1.53 -4.15
H 1.46 -0.40 -4.23
H -1.74 -0.37 -3.21
H 0.96 1.10 -3.42
H 0.68 -2.98 -1.03
H -1.63 -2.10 -2.69
C 1.42 0.13 -3.27
H 1.41 -2.93 -2.66
H 2.43 0.24 -2.85
H 2.24 -2.12 -1.29
P -0.23 1.37 1.85
C 0.53 0.33 3.12
C 0.67 2.95 1.84
H -2.43 2.26 1.50
H -1.84 2.57 3.15
H -2.43 0.93 2.72
C -1.91 1.82 2.36
H 0.31 3.55 0.99
H 0.41 3.47 2.77
H 0.43 0.84 4.08
H 1.60 0.17 2.89
H 1.75 2.80 1.77
H 0.02 -0.64 3.17
Cl -1.15 1.97 -1.29
C -5.08 -3.55 1.46
C -3.92 -2.69 1.06
C -4.12 -1.55 0.29
C -3.03 -0.75 -0.07
N -1.77 -1.04 0.33
C -1.54 -2.16 1.06
C -2.60 -2.98 1.43
H -5.83 -2.98 2.01
H -5.58 -3.98 0.58
H -4.72 -4.37 2.09
H -5.13 -1.27 -0.03
H -3.12 0.16 -0.67
H -0.50 -2.36 1.33
H -2.41 -3.87 2.03
```

Formula: C13H28CsN3O7P2
Source: the OMol25 dataset
Level of theory: ωB97M-V/def2-TZVPD

Output
Multiplicity   1
Total charge   -2
F_max   0.0618 hartree/bohr
HOMO level (alpha / beta)   0.92 / 0.92 eV
Lowest unoccupied orbital energy (alpha / beta)   3.7 / 3.7 eV

Structure (XYZ):
```
54
C13H28CsN3O7P2 ωB97M-V/def2-TZVPD
Cs 0.00 0.00 0.00
N 2.33 1.38 1.31
C 3.46 1.03 0.45
C 3.21 1.37 -1.03
N 2.44 0.33 -1.72
H 2.16 2.39 1.14
H 2.57 1.16 2.22
H 3.70 -0.03 0.57
H 4.34 1.60 0.80
H 4.18 1.46 -1.53
H 2.71 2.34 -1.13
H 2.98 -0.54 -1.58
H 2.35 0.61 -2.64
C -1.75 -2.10 3.17
N -0.65 -1.26 2.71
C 0.63 -1.80 3.20
C -0.78 0.16 3.14
C -2.00 0.94 2.66
C -3.23 0.83 3.33
C -4.33 1.60 2.95
C -4.21 2.51 1.89
C -3.00 2.65 1.23
C -1.90 1.89 1.62
H -1.88 -2.06 4.25
H -1.58 -3.15 2.89
H -2.69 -1.82 2.68
H 0.68 -1.82 4.29
H 1.47 -1.21 2.82
H 0.77 -2.83 2.83
H 0.10 0.70 2.79
H -0.75 0.22 4.24
H -3.33 0.15 4.17
H -5.27 1.50 3.47
H -5.07 3.11 1.60
H -2.89 3.36 0.41
C -2.39 -2.13 -3.60
C -2.78 -1.83 -2.16
O -4.18 -2.25 -2.01
P -1.78 -2.78 -0.97
O -2.28 -2.35 0.50
O -2.36 -4.29 -1.02
O -0.29 -2.79 -1.10
P -2.87 0.02 -1.88
O -2.78 0.08 -0.26
O -4.29 0.43 -2.18
O -1.68 0.77 -2.40
H -2.47 -3.20 -3.81
H -1.36 -1.81 -3.79
H -3.05 -1.60 -4.30
H -4.68 -1.40 -2.10
H -2.61 -1.42 0.48
H -1.84 -4.84 -0.41
H -2.86 1.04 -0.06
H 0.49 2.68 -0.91
```